Record 1
Entry from the OMol25 dataset: C30H37CrN7O2PSSe as an isolated structure (the ωB97M-V functional and the def2-TZVPD basis).

Properties
Orbital gap (alpha / beta): 7.2 / 7.2 eV
Multiplicity: 2
LUMO level (alpha / beta): -0.2032 / -0.2046 hartree
Total charge: +2
Expectation value of S²: 0.77

```
80
C30H37CrN7O2PSSe | the OMol25 dataset | the ωB97M-V functional and the def2-TZVPD basis
Cr -0.357 0.277 -0.179
C -2.817 -1.196 3.292
C -1.742 -0.735 2.530
N -1.876 -0.258 1.313
C -3.119 -0.208 0.776
C -4.258 -0.628 1.462
C -4.076 -1.145 2.756
C -5.548 -0.507 0.836
C -5.661 0.029 -0.394
C -4.499 0.471 -1.119
C -4.575 1.045 -2.399
C -3.424 1.431 -3.025
C -2.196 1.228 -2.386
N -2.087 0.685 -1.185
C -3.238 0.326 -0.549
H -2.647 -1.581 4.288
H -0.736 -0.741 2.928
H -4.936 -1.494 3.319
H -6.423 -0.850 1.373
H -6.632 0.132 -0.865
H -5.541 1.176 -2.874
H -3.437 1.877 -4.010
H -1.277 1.489 -2.890
C 2.939 0.674 -3.065
C 2.300 0.166 -1.768
C 2.821 -1.245 -1.503
C 0.756 0.258 -1.895
H 4.018 0.500 -3.057
H 2.777 1.742 -3.223
H 2.522 0.144 -3.928
H 2.629 0.804 -0.947
H 2.762 -1.854 -2.410
H 2.224 -1.737 -0.739
H 3.866 -1.219 -1.185
H 0.382 -0.543 -2.536
H 0.486 1.182 -2.415
Se -0.489 -2.313 -0.187
C -0.659 -3.319 -1.813
C 0.132 -3.140 -2.940
C -0.090 -3.960 -4.042
N -1.016 -4.918 -4.081
C -1.762 -5.079 -2.985
C -1.630 -4.308 -1.837
H 0.913 -2.398 -2.973
H 0.513 -3.838 -4.938
H -2.515 -5.860 -3.029
H -2.277 -4.474 -0.984
N 1.906 -3.186 1.414
C 1.666 -2.266 2.577
P 2.199 -0.607 2.047
O 3.600 -0.785 1.560
O 1.181 0.069 1.180
C 2.434 0.456 3.529
N 3.503 1.426 3.059
H 1.852 -4.167 1.677
H 2.817 -3.002 0.985
H 1.125 -2.979 0.713
H 2.287 -2.570 3.417
H 0.612 -2.332 2.837
H 2.855 -0.099 4.364
H 1.551 1.006 3.841
H 4.167 0.882 2.484
H 3.990 1.885 3.822
H 3.103 2.150 2.449
N -1.974 2.514 2.016
C -0.723 2.853 1.636
N -0.145 2.505 0.514
C 1.094 3.198 0.405
C 1.892 3.302 -0.725
C 3.072 4.024 -0.667
C 3.477 4.664 0.502
C 2.667 4.629 1.625
C 1.483 3.903 1.548
S 0.212 3.838 2.740
H -2.624 2.242 1.295
H -2.377 2.996 2.801
H 1.585 2.846 -1.648
H 3.689 4.099 -1.554
H 4.399 5.231 0.521
H 2.926 5.188 2.519
```

Record 2
Entry from the OMol25 dataset: a 15-piece molecular cluster, H30O15 overall (the ωB97M-V functional and the def2-TZVPD basis).

Properties
Orbital gap: 10.9 eV
Energy above the lowest of the compared OMol25 structures with the same formula, charge and spin: 18.1 kcal/mol
Multiplicity: 1
LUMO level: -0.0054 hartree

```
45
H30O15 | the OMol25 dataset | the ωB97M-V functional and the def2-TZVPD basis
O -3.559 1.101 -2.833
H -2.997 1.668 -3.371
H -3.247 1.215 -1.917
O -2.357 -1.450 -2.484
H -2.661 -0.662 -2.012
H -3.154 -1.759 -2.936
O -2.091 1.870 -0.736
H -2.383 2.638 -0.234
H -1.472 2.174 -1.453
O -0.724 0.771 2.766
H -1.111 0.036 3.281
H -0.986 0.603 1.846
O 2.646 -1.915 -0.580
H 3.440 -1.524 -0.964
H 1.939 -1.285 -0.762
O -0.629 -0.225 0.114
H -1.297 0.461 -0.147
H -1.294 -0.918 -0.044
O 1.849 1.146 2.186
H 1.908 2.058 2.474
H 0.991 0.721 2.404
O 0.841 -0.649 -2.460
H 0.705 -1.573 -2.722
H -0.092 -0.351 -2.440
O -0.688 -3.745 -0.419
H 0.066 -3.680 0.188
H -0.950 -2.819 -0.371
O 2.183 1.741 -0.416
H 2.236 1.506 0.540
H 1.748 0.972 -0.808
O -1.742 -1.702 3.380
H -2.372 -2.326 3.002
H -0.940 -2.266 3.445
O 2.921 -1.382 2.165
H 2.395 -0.564 2.178
H 3.202 -1.594 1.261
O 1.201 4.225 -1.230
H 1.408 3.326 -0.889
H 1.250 4.692 -0.386
O -0.513 2.611 -2.758
H -0.220 3.511 -2.515
H 0.235 2.115 -2.368
O 0.862 -2.616 3.221
H 1.441 -2.859 3.941
H 1.340 -2.200 2.477
```

| no. | strongest force on any atom (eV/A) |
| --- | --- |
| 1 | 1.21 |
| 2 | 1.99 |